# 1
Below is an isolated molecule of C23H25N3O, with properties calculated with ωB97M-V/def2-TZVPD.

```
52
Properties=species:S:1:pos:R:3:forces:R:3:nbo_charge:R:1
O -1.775 -1.027 -1.871 -0.3 -0.1 -0.2 -0.636
C -1.434 -0.521 -0.819 0.1 0.0 0.4 0.691
N -0.212 0.038 -0.669 0.3 0.0 -0.2 -0.441
C 0.405 0.625 0.495 0.1 -0.1 0.5 -0.220
H -0.286 0.702 1.331 0.0 0.0 -0.1 0.216
C 1.624 -0.215 0.891 -0.2 0.2 0.1 -0.219
N 2.559 -0.259 -0.211 -0.2 0.1 -0.1 -0.468
C 3.913 -0.458 0.056 0.3 0.0 0.0 0.265
C 4.553 0.351 0.999 0.0 0.0 0.1 -0.276
C 5.903 0.216 1.250 0.0 0.0 0.1 -0.189
C 6.657 -0.720 0.562 0.1 -0.1 0.0 -0.247
C 6.038 -1.521 -0.381 0.2 0.0 0.1 -0.186
C 4.683 -1.398 -0.631 -0.2 0.0 0.0 -0.299
H 4.227 -2.054 -1.356 -0.1 0.0 -0.1 0.213
H 6.610 -2.259 -0.923 0.0 -0.1 0.0 0.212
H 7.714 -0.822 0.758 0.1 0.0 0.0 0.213
H 6.374 0.855 1.983 0.0 0.1 0.1 0.212
H 3.992 1.107 1.527 -0.1 0.1 0.0 0.208
C 1.956 -0.848 -1.386 -0.1 0.2 -0.1 -0.228
H 2.668 -0.814 -2.212 0.0 0.0 0.0 0.218
C 0.725 -0.025 -1.775 0.1 -0.3 -0.4 -0.223
H 0.215 -0.481 -2.624 0.1 0.1 0.1 0.252
H 1.032 0.994 -2.031 0.0 0.0 0.0 0.195
H 1.651 -1.893 -1.214 0.0 0.0 -0.1 0.181
H 2.099 0.216 1.771 0.0 0.0 0.0 0.216
H 1.280 -1.233 1.147 0.0 0.1 0.0 0.176
H 0.733 1.639 0.235 -0.1 0.0 0.1 0.210
C -2.420 -0.444 0.358 0.0 0.3 -0.2 -0.102
N -3.164 -1.669 0.469 0.1 0.0 0.0 -0.341
C -4.013 -2.197 -0.453 -0.3 -0.1 -0.4 -0.049
C -4.511 -3.372 0.038 -0.1 0.0 -0.1 -0.304
C -3.943 -3.566 1.312 0.1 -0.1 0.2 -0.302
C -3.118 -2.503 1.545 0.1 -0.2 0.5 -0.068
H -2.506 -2.275 2.398 0.1 0.1 0.1 0.201
H -4.122 -4.390 1.975 0.0 -0.1 0.2 0.219
H -5.206 -4.022 -0.457 -0.1 -0.1 -0.1 0.219
H -4.180 -1.719 -1.395 0.0 0.1 -0.1 0.226
H -1.901 -0.308 1.310 -0.1 0.0 -0.2 0.214
C -3.358 0.762 0.112 0.2 -0.1 0.1 -0.414
C -2.573 2.040 0.099 -0.1 0.1 0.0 -0.030
C -2.323 2.729 1.280 0.0 0.0 -0.1 -0.231
C -1.549 3.875 1.277 0.1 0.1 0.1 -0.197
C -1.010 4.345 0.091 0.1 0.1 0.0 -0.223
C -1.258 3.668 -1.091 0.1 0.0 -0.1 -0.226
C -2.036 2.524 -1.087 0.0 0.1 0.0 -0.164
H -2.228 1.999 -2.012 0.0 -0.1 -0.1 0.213
H -0.847 4.035 -2.020 0.0 0.0 -0.1 0.216
H -0.404 5.239 0.088 0.0 0.1 0.0 0.216
H -1.366 4.403 2.201 0.0 0.0 0.1 0.214
H -2.745 2.367 2.208 -0.1 -0.1 0.1 0.212
H -3.860 0.616 -0.845 0.0 0.0 0.0 0.229
H -4.112 0.777 0.903 0.0 -0.1 -0.1 0.227
```
Forces are in eV/Å.

Output
LUMO level, hartree: 0.0223
Total energy, eV: -30774.8968
SMILES: O=C([C@@H](Cc1ccccc1)n1cccc1)N1CCN(c2ccccc2)CC1
Maximum force, Eh/bohr: 0.011

# 2
Below is an isolated molecule of C3H4BrClO in a non-equilibrium geometry, with properties calculated with ωB97M-V/def2-TZVPD.

```
10
Properties=species:S:1:pos:R:3:forces:R:3:nbo_charge:R:1
C -0.020 0.482 -0.158 0.0 3.1 2.4 0.041
C 1.304 -0.122 -0.145 0.1 -1.9 0.0 0.165
C -1.393 -0.144 0.126 2.3 0.7 2.2 -0.640
O 0.768 0.260 -1.351 -0.5 -0.9 0.2 -0.459
Cl 1.456 -1.955 0.298 -0.3 1.7 -0.7 -0.081
Br 2.940 0.744 0.275 -0.1 0.1 0.2 0.091
H 0.070 1.577 0.224 -0.3 -1.7 -1.0 0.189
H -1.961 0.046 -0.699 -1.8 -0.1 -2.3 0.230
H -1.932 0.257 1.010 0.8 0.5 -0.5 0.231
H -1.232 -1.144 0.420 -0.2 -1.6 -0.5 0.235
```
Forces are in eV/Å.

Output
LUMO level, hartree: 0.0189
Total energy, eV: -87786.4508
SMILES: C[C@@H]1O[C@@]1(Cl)Br
Maximum force, Eh/bohr: 0.076

# 3
Below is a cluster of 2 separate species, C8H23N4O4P2S in total in a non-equilibrium geometry, with properties calculated with ωB97M-V/def2-TZVPD.

```
42
Properties=species:S:1:pos:R:3:forces:R:3:nbo_charge:R:1
N 3.721 -1.157 0.825 -0.3 -0.2 -0.3 -1.309
P 3.633 -1.590 -0.668 0.1 0.2 0.8 1.350
C 3.013 -0.225 -1.714 -0.3 -0.3 -0.5 -0.584
C 3.210 1.138 -1.107 0.7 0.2 0.7 0.119
N 4.586 1.514 -0.881 -0.2 0.0 -0.3 -0.843
N 2.618 2.024 -2.183 -0.4 -0.4 -0.6 -0.520
C 1.686 1.157 -3.029 0.0 -0.7 -0.4 -0.220
C 1.550 -0.146 -2.205 0.1 1.0 0.1 -0.606
P 0.220 0.132 -0.965 -0.1 -1.3 1.0 2.207
N 0.297 -0.644 0.365 0.3 0.1 -0.7 -1.309
O -1.135 -0.042 -1.780 0.3 0.5 -0.5 -0.963
O 0.196 1.713 -0.751 0.0 0.4 -0.1 -1.013
H 3.219 -1.763 1.461 0.2 0.1 0.3 0.405
H 4.868 -1.825 -1.284 0.0 -0.1 -0.2 -0.050
H 2.857 -2.703 -1.024 -0.1 -0.1 -0.2 -0.037
H 3.592 -0.247 -2.645 0.3 -0.2 0.1 0.245
H 2.624 1.232 -0.194 -0.3 0.0 -0.1 0.229
H 4.927 0.922 -0.126 0.1 -0.1 0.0 0.414
H 4.625 2.453 -0.497 0.1 0.1 0.0 0.378
H 3.393 2.318 -2.779 0.1 0.3 0.2 0.450
H 2.103 2.821 -1.818 0.1 0.1 0.1 0.459
H 0.768 1.668 -3.292 -0.1 0.2 0.3 0.259
H 2.207 0.919 -3.953 0.1 0.2 -0.1 0.231
H 1.297 -1.010 -2.813 -0.1 0.1 -0.2 0.275
H 1.104 -1.253 0.402 0.0 0.0 0.5 0.385
H -1.154 -0.878 -2.254 -0.4 -0.3 0.0 0.513
H 0.229 1.858 0.205 -0.1 0.2 0.2 0.536
C -5.074 -0.176 1.654 0.1 0.0 0.0 -0.407
C -3.755 -0.663 1.035 0.0 0.0 0.1 -0.403
C -2.661 -0.502 2.099 -0.1 -0.1 -0.3 -0.676
S -3.490 -0.641 3.691 0.0 -0.1 -0.1 2.172
O -3.388 0.626 4.368 0.0 0.0 0.1 -0.944
O -3.090 -1.859 4.342 0.0 0.0 0.1 -0.936
C -5.149 -0.814 3.038 -0.1 0.0 -0.2 -0.673
H -5.934 -0.448 1.045 0.0 0.0 0.0 0.228
H -5.061 0.911 1.749 0.0 0.0 0.0 0.215
H -3.848 -1.716 0.761 0.0 0.0 0.0 0.208
H -3.505 -0.109 0.131 0.0 0.0 0.0 0.217
H -1.895 -1.268 2.033 0.1 0.0 0.1 0.261
H -2.197 0.481 2.063 0.0 0.0 0.1 0.234
H -5.845 -0.327 3.716 0.1 0.0 0.1 0.260
H -5.365 -1.880 2.980 0.0 0.0 0.0 0.241
```
Forces are in eV/Å.

Output
LUMO level, hartree: -0.1178
Total energy, eV: -52225.9318
Charge: +1
Maximum force, Eh/bohr: 0.032

# 4
Below is a cluster of 2 separate species, C4H6FP in total in a non-equilibrium geometry, with properties calculated with ωB97M-V/def2-TZVPD.

```
12
Properties=species:S:1:pos:R:3:forces:R:3:nbo_charge:R:1
C -1.046 -0.008 0.882 -0.9 -0.4 -0.4 -0.530
C -0.019 -1.010 1.208 1.8 -2.0 -1.0 -0.440
C 0.067 0.412 1.732 -0.4 0.7 0.6 -0.454
C 0.613 0.355 -2.269 -2.0 1.3 -2.5 0.118
F -0.264 0.564 -3.344 0.3 0.3 1.5 -0.366
P -2.426 0.350 0.110 -0.1 0.0 -0.1 0.487
H -0.177 -1.849 1.979 0.0 1.4 -1.4 0.239
H 0.618 -1.365 0.257 -1.3 1.0 2.4 0.234
H 0.693 1.255 1.403 0.1 -0.8 0.1 0.234
H -0.359 0.519 2.741 0.8 0.0 -0.2 0.231
H 1.129 -0.460 -2.609 1.5 -2.5 0.3 0.122
H 1.171 1.237 -2.091 0.2 1.0 0.7 0.127
```
Forces are in eV/Å.

Output
LUMO level (alpha / beta), hartree: 0.0160 / -0.0230
Total energy, eV: -16245.2377
2S+1: 3
Maximum force, Eh/bohr: 0.066

# 5
Below is an isolated molecule of C3H5NO2 in a non-equilibrium geometry, with properties calculated with ωB97M-V/def2-TZVPD.

```
11
Properties=species:S:1:pos:R:3:forces:R:3:nbo_charge:R:1
C 1.514 0.077 0.277 -0.8 -1.3 -0.3 -0.321
N -0.253 -0.202 -0.108 1.0 0.8 0.1 -0.520
C -0.670 1.076 0.030 0.1 0.8 0.2 0.511
O 0.155 1.923 0.308 -1.1 1.1 0.1 -0.599
C -1.222 -1.220 -0.413 0.8 -0.1 0.1 0.537
O -1.022 -2.399 -0.551 0.3 0.8 0.2 -0.542
H 1.880 -0.715 -0.335 0.4 -0.8 0.1 0.198
H 1.532 -0.074 1.354 -0.1 -0.4 -0.3 0.214
H 2.081 1.018 0.069 -1.5 -0.7 -0.4 0.247
H -1.725 1.344 -0.102 -0.1 -0.3 -0.1 0.144
H -2.270 -0.828 -0.528 0.8 0.3 0.2 0.130
```
Forces are in eV/Å.

Output
LUMO level, hartree: 0.0161
Total energy, eV: -8774.9192
SMILES: CN(C=O)C=O
Maximum force, Eh/bohr: 0.034

# 6
Below is a structure of composition C11H4AuClN2O2S2, with properties calculated with ωB97M-V/def2-TZVPD.

```
23
Properties=species:S:1:pos:R:3:forces:R:3:nbo_charge:R:1
Au -0.442 0.937 -0.635 0.0 -0.2 0.1 1.083
S -2.252 1.932 -1.608 0.1 0.1 -0.1 0.041
C -2.280 3.075 -0.300 0.0 0.0 0.0 -0.236
S -0.988 2.627 0.774 0.0 0.1 0.0 0.093
C -3.139 4.107 -0.140 0.0 0.0 0.0 -0.382
C -3.023 4.955 1.004 0.0 0.0 0.0 0.273
N -2.890 5.606 1.942 0.0 0.0 0.0 -0.279
C -4.159 4.348 -1.110 0.0 0.0 0.0 0.274
N -4.965 4.505 -1.915 0.0 0.0 0.0 -0.279
Cl 3.117 -5.303 0.692 0.0 0.0 0.0 0.015
C 2.471 -3.696 0.600 0.0 0.0 0.0 -0.102
C 2.687 -2.804 1.668 0.0 0.0 0.0 -0.136
C 2.194 -1.530 1.630 0.0 0.0 0.0 -0.275
C 1.445 -1.064 0.522 0.0 0.1 -0.2 0.442
O 1.034 0.166 0.551 0.1 0.0 0.1 -0.745
C 1.232 -1.977 -0.552 -0.1 0.1 0.0 -0.317
C 0.531 -1.643 -1.740 0.1 0.0 0.0 0.444
O -0.074 -0.590 -2.030 -0.2 0.0 0.0 -0.649
C 1.764 -3.290 -0.488 0.0 0.0 0.0 -0.133
H 3.252 -3.141 2.526 0.0 0.0 0.0 0.236
H 2.360 -0.842 2.447 0.0 0.0 0.0 0.239
H 0.526 -2.408 -2.525 0.0 0.0 0.0 0.165
H 1.599 -3.969 -1.315 0.0 0.0 0.0 0.229
```
Forces are in eV/Å.

Output
LUMO level, hartree: -0.0746
Total energy, eV: -56430.8438
Maximum force, Eh/bohr: 0.005